# 1
103
Properties=species:S:1:pos:R:3:lowdin_charge:R:1 method="wB97M-V/def2-TZVPD" largest_force_ev_per_a=9.90 smiles="NCCC[C@@H](O[C@H](O)CN(CC(=O)F)C(=O)C(F)(F)C(F)(F)C(F)(F)C(=O)O)c1ccccc1.ClCCCl.ClCCCl.ClCCCl.ClCCCl.ClCCCl.ClCCCl" e_tot_ha=-7989.90774 gap_ev=6.53 charge=0 spin_multiplicity=1
N -0.87126 3.23030 -1.88957 -0.06
C 0.43888 3.77495 -2.43246 -0.28
C 1.76917 3.28842 -1.55607 -0.18
C 1.50601 1.66564 -1.24765 -0.15
C 2.83430 0.89082 -0.67299 -0.26
O 3.15768 1.16339 0.73368 -0.14
C 4.03182 2.33097 0.90449 -0.28
O 5.35038 2.21873 0.23238 -0.07
C 4.38770 2.38822 2.53794 -0.07
N 3.58449 3.41717 3.29477 -0.12
C 3.90924 4.83953 2.90228 -0.04
C 4.93792 5.41372 4.08940 -0.11
O 5.11494 6.70851 4.36735 0.00
F 5.65894 4.35791 4.88864 -0.04
C 2.10178 3.12699 3.31301 -0.12
O 1.25676 3.20298 2.28168 0.07
C 1.43280 2.72810 4.77966 -0.10
F 0.25070 3.58614 5.02195 0.04
F 2.45242 3.13646 5.81766 0.00
C 1.19313 1.12404 4.99455 -0.07
F 0.94943 0.92054 6.46706 0.03
F 2.47913 0.38253 4.71517 -0.02
C -0.08358 0.48431 4.19546 -0.10
F -0.33141 -0.86647 4.82687 0.01
F -1.35680 1.22758 4.33242 0.05
C 0.16141 0.18899 2.60205 -0.18
O -0.58165 0.85073 1.71241 0.05
O 1.13302 -0.81716 2.14721 0.02
C 2.53897 -0.75405 -0.74851 -0.07
C 1.22117 -1.43327 -1.44537 -0.02
C 1.11008 -3.09632 -1.35639 -0.08
C 2.24856 -4.03818 -0.59745 -0.07
C 3.58439 -3.35726 0.09145 -0.06
C 3.68986 -1.70418 -0.00334 -0.05
H -0.85155 3.14181 -0.84410 0.07
H -1.12954 2.32399 -2.34648 0.07
H 0.36020 4.94181 -2.51852 0.11
H 0.53960 3.33209 -3.53619 0.12
H 2.69765 3.47105 -2.24373 0.12
H 1.75551 3.93487 -0.57772 0.10
H 1.19680 1.21675 -2.30991 0.13
H 0.61220 1.54280 -0.50247 0.10
H 3.70103 1.08203 -1.43486 0.16
H 3.57467 3.35381 0.56715 0.15
H 5.91129 1.49416 0.63714 0.12
H 5.56068 2.58520 2.63631 0.16
H 4.18679 1.32725 2.99314 0.09
H 2.89832 5.46380 2.94150 0.17
H 4.49402 4.95373 1.89455 0.15
H 2.07759 -0.57258 2.37439 0.06
H 0.39017 -0.78998 -1.95998 0.05
H 0.17861 -3.61216 -1.84123 -0.01
H 2.16262 -5.21658 -0.50421 0.08
H 4.42764 -3.93575 0.66819 0.08
H 4.62019 -1.17849 0.51451 0.06
Cl -2.48564 -3.14054 -5.41683 0.55
C -3.06163 -4.04405 -3.99452 -0.71
C -3.29823 -3.13938 -2.79604 -0.69
Cl -1.77769 -2.48557 -2.13567 0.64
H -2.32971 -4.82660 -3.77028 0.02
H -3.99831 -4.52846 -4.28554 0.04
H -3.77498 -3.70569 -1.99037 0.01
H -3.94847 -2.29624 -3.04987 0.04
Cl 5.04347 8.93358 1.26905 0.53
C 5.54519 9.45061 2.89755 -0.68
C 5.22948 10.91449 3.15855 -0.66
Cl 6.23949 12.00626 2.17697 0.53
H 6.61483 9.24384 3.00479 0.07
H 5.00445 8.82073 3.61000 0.04
H 5.42829 11.15717 4.20674 0.07
H 4.17973 11.14367 2.94972 0.07
Cl 4.44413 -1.35238 3.41872 0.62
C 4.86433 -1.48742 5.14390 -0.64
C 5.99704 -2.47230 5.38420 -0.66
Cl 5.50439 -4.15520 5.06682 0.54
H 3.96040 -1.77148 5.69217 0.08
H 5.16308 -0.48877 5.47580 0.08
H 6.31359 -2.42769 6.43058 0.08
H 6.86538 -2.24857 4.75648 0.07
Cl -5.62847 -5.37628 -0.59562 0.56
C -5.51064 -7.08217 -1.09276 -0.65
C -4.09006 -7.61360 -0.99132 -0.64
Cl -3.00802 -6.87731 -2.20072 0.60
H -5.90039 -7.16628 -2.11227 0.07
H -6.16883 -7.65109 -0.42956 0.07
H -4.08195 -8.69215 -1.17506 0.07
H -3.66277 -7.43444 0.00036 0.07
Cl -9.32866 -5.03586 -4.28132 0.53
C -9.05586 -4.01904 -2.84509 -0.66
C -8.15976 -2.82846 -3.14556 -0.64
Cl -6.48038 -3.31865 -3.48464 0.59
H -8.63498 -4.65119 -2.05666 0.06
H -10.03823 -3.67072 -2.51292 0.07
H -8.12529 -2.16045 -2.27972 0.08
H -8.52581 -2.25499 -4.00303 0.06
Cl -9.90804 -5.88546 -8.18986 0.53
C -10.19312 -4.15872 -8.51878 -0.67
C -8.89652 -3.37309 -8.62997 -0.66
Cl -8.05314 -3.24125 -7.06571 0.53
H -10.83664 -3.76394 -7.72605 0.07
H -10.74376 -4.10318 -9.46240 0.07
H -9.10703 -2.35221 -8.96251 0.07
H -8.20909 -3.82989 -9.34892 0.07

***

# 2
86
Properties=species:S:1:pos:R:3:lowdin_spin:R:1 method="wB97M-V/def2-TZVPD" largest_force_ev_per_a=0.95 relative_energy_kcal_mol=0.0 e_tot_ha=-6227.30539 gap_ev="8.09 / 5.95" charge=+3 spin_multiplicity=6
Fe -1.50917 -0.15652 1.44936 4.00
C 0.13244 2.06104 4.22892 0.02
P -0.16357 0.44202 3.47653 0.10
C 1.49231 -0.19759 3.09123 0.01
C -0.73631 -0.62603 4.84460 0.01
C -0.85689 -2.08336 4.38834 0.02
P -1.78426 -2.23688 2.82499 0.13
C -1.68779 -3.98368 2.38387 0.03
C -3.51959 -1.97515 3.30520 0.02
H 0.42202 2.79695 3.47904 0.00
H 0.93790 1.95615 4.95701 0.01
H -0.76111 2.41826 4.74233 0.00
H 2.04098 -0.36348 4.02068 0.00
H 2.03470 0.53295 2.48899 0.00
H 1.44582 -1.13055 2.53045 0.00
H -1.69650 -0.25004 5.20623 0.00
H -0.02493 -0.52936 5.66618 0.00
H -1.37530 -2.68549 5.13647 0.00
H 0.12845 -2.53180 4.24661 0.00
H -2.08405 -4.55477 3.22610 0.01
H -0.65654 -4.28348 2.19789 0.00
H -2.28442 -4.19018 1.49682 0.00
H -3.73805 -2.54956 4.20628 0.00
H -4.16593 -2.31994 2.49739 0.00
H -3.74170 -0.92435 3.49656 0.00
N -4.70399 -0.74405 -1.06605 0.01
C -4.04276 -1.87031 -1.57019 0.00
C -4.36363 -2.74780 -2.60311 0.00
C -3.45454 -3.75056 -2.85159 0.00
C -2.26479 -3.87491 -2.10759 0.00
C -1.95905 -2.99828 -1.08724 0.00
C -2.88082 -1.98934 -0.82042 0.01
N -2.86731 -0.95822 0.13533 0.08
C -3.95451 -0.24516 -0.07842 0.01
C -4.16099 0.95338 0.72328 0.00
C -5.17134 1.84851 0.78145 0.01
S -4.79597 3.06394 1.91820 0.01
C -3.32450 2.32088 2.25851 0.01
N -3.10508 1.22027 1.57226 0.06
H -5.57578 -0.36705 -1.40620 0.00
H -5.27226 -2.65076 -3.18432 0.00
H -3.65628 -4.46022 -3.64295 0.00
H -1.58061 -4.67843 -2.34752 0.00
H -1.03669 -3.08485 -0.52466 0.00
H -6.09968 1.86688 0.22771 0.00
H -2.63035 2.72692 2.98215 0.00
C 2.99719 5.06751 -1.82059 0.00
C 1.80975 4.12002 -1.97295 0.00
C 1.17538 3.72017 -0.64132 0.01
C 2.06761 2.85346 0.24131 0.00
N 2.50015 1.61056 -0.43262 0.01
C 1.73486 0.55517 -0.72367 0.05
Se -0.07847 0.37245 -0.30582 0.30
N 2.44127 -0.36190 -1.38735 0.02
C 1.97191 -1.63329 -1.98598 0.01
C 1.94123 -1.55597 -3.51092 0.00
C 0.95020 -0.53319 -4.06425 0.00
C -0.50989 -0.96399 -3.92023 0.00
C 3.74902 0.10772 -1.50778 0.01
C 4.88184 -0.48241 -2.07483 0.00
C 6.04570 0.24357 -1.99875 0.00
C 6.08995 1.51227 -1.38080 0.01
C 4.97447 2.08776 -0.82151 0.00
C 3.79224 1.34856 -0.89899 0.01
H 3.36539 5.38808 -2.79421 0.00
H 3.83967 4.60645 -1.30172 0.00
H 2.71313 5.96397 -1.26559 0.00
H 2.10586 3.22401 -2.53025 0.00
H 1.04130 4.60349 -2.57677 0.00
H 0.23061 3.20232 -0.81765 0.00
H 0.93803 4.61822 -0.06283 0.00
H 1.56743 2.57148 1.16824 0.00
H 2.97780 3.38278 0.51022 0.00
H 0.98450 -1.84513 -1.58236 0.00
H 2.65322 -2.40813 -1.63746 0.00
H 1.68033 -2.55359 -3.87330 0.00
H 2.94661 -1.34883 -3.88119 0.00
H 1.17229 -0.38218 -5.12054 0.00
H 1.11113 0.44229 -3.58970 0.00
H -0.67409 -1.93733 -4.38939 0.00
H -1.17635 -0.24892 -4.40498 0.00
H -0.82203 -1.04662 -2.87599 0.00
H 4.85271 -1.45451 -2.54862 0.00
H 6.95429 -0.16713 -2.41951 0.00
H 7.03122 2.04516 -1.34591 0.00
H 5.02498 3.05969 -0.35011 0.00

***

# 3
89
Properties=species:S:1:pos:R:3:lowdin_charge:R:1 method="wB97M-V/def2-TZVPD" largest_force_ev_per_a=1.70 relative_energy_kcal_mol=18.8 e_tot_ha=-6701.50239 gap_ev="5.79 / 5.69" charge=+1 spin_multiplicity=1
Au -0.11827 0.93987 0.83252 0.75
C -2.84410 3.00671 3.02073 0.00
C -2.26254 1.61083 3.18971 -0.50
C -3.07811 0.76963 4.16190 0.00
O -2.24639 0.94061 1.89338 -0.14
C -0.81973 1.74885 3.74158 -0.62
O -0.67289 2.32878 4.80309 0.08
O 0.14283 1.24703 3.05068 -0.20
H -3.86326 2.94542 2.62697 0.10
H -2.23222 3.59407 2.33331 0.07
H -2.87343 3.51605 3.98042 0.10
H -4.11731 0.71865 3.83045 0.09
H -3.03947 1.20837 5.15596 0.10
H -2.67710 -0.24305 4.20748 0.09
H -2.99023 1.28534 1.38477 0.10
C 2.69529 -4.30148 -3.04958 -0.09
C 2.29796 -4.14611 -1.58721 -0.24
C 2.32055 -2.70311 -1.09255 -0.19
C 1.26949 -1.79964 -1.72611 -0.14
N -0.09971 -2.21907 -1.42360 0.01
C -0.71004 -2.13829 -0.22602 -0.56
Se -0.00358 -1.42761 1.37734 0.82
N -1.93562 -2.68434 -0.32107 -0.01
C -2.91042 -2.84601 0.75521 -0.14
C -3.08874 -4.29174 1.20386 -0.18
C -1.90817 -4.90602 1.95529 -0.24
C -0.69680 -5.26052 1.09560 -0.10
C -2.13369 -3.11504 -1.62031 -0.14
C -3.23534 -3.70311 -2.23585 0.01
C -3.11963 -3.97326 -3.58286 -0.06
C -1.95239 -3.66455 -4.29642 -0.06
C -0.86384 -3.07345 -3.68926 0.01
C -0.97396 -2.80347 -2.32815 -0.13
H 2.79934 -5.35232 -3.31758 0.08
H 3.65131 -3.81309 -3.24696 0.08
H 1.95711 -3.87349 -3.72994 0.05
H 2.98574 -4.72547 -0.96819 0.11
H 1.30652 -4.58154 -1.41677 0.10
H 3.29527 -2.25538 -1.30694 0.12
H 2.19666 -2.67109 -0.01010 0.07
H 1.35534 -1.80718 -2.81207 0.12
H 1.38041 -0.77271 -1.38880 0.03
H -3.85182 -2.42741 0.39358 0.13
H -2.56588 -2.22484 1.58254 0.08
H -3.34335 -4.92277 0.34763 0.11
H -3.96489 -4.29362 1.85667 0.12
H -2.26756 -5.81892 2.43384 0.11
H -1.60882 -4.23756 2.76845 0.11
H -1.00041 -5.77258 0.17934 0.08
H -0.02635 -5.92695 1.63729 0.08
H -0.10527 -4.38823 0.81283 0.03
H -4.13796 -3.93662 -1.68943 0.12
H -3.94902 -4.43107 -4.10373 0.11
H -1.90553 -3.89490 -5.35157 0.11
H 0.02593 -2.83554 -4.25379 0.11
C 2.59515 5.59042 1.69173 -0.15
C 2.20687 4.48913 2.65282 -0.16
N 1.33856 3.55399 1.95868 0.07
C 0.51625 3.90371 0.95892 -0.36
N -0.24061 2.95786 0.39392 -0.10
C -1.20444 3.29767 -0.64478 -0.23
C -1.64581 4.74552 -0.54559 -0.15
C -0.41170 5.62007 -0.52069 -0.14
N 0.47337 5.19125 0.55306 -0.03
C 1.32702 6.21495 1.15507 -0.14
H 3.17140 5.16675 0.86563 0.13
H 3.21047 6.34096 2.18525 0.12
H 1.70054 4.89868 3.53289 0.13
H 3.08141 3.93822 2.99896 0.13
H 1.04926 2.72550 2.48346 0.07
H -2.06333 2.62736 -0.54944 0.10
H -0.76444 3.11325 -1.63237 0.12
H -2.21855 4.90202 0.37123 0.11
H -2.28232 5.00637 -1.39065 0.12
H -0.68103 6.65766 -0.32095 0.13
H 0.11306 5.59129 -1.48223 0.14
H 0.78045 6.71950 1.95962 0.14
H 1.54202 6.95657 0.38511 0.13
Se 2.62293 0.74998 0.56007 0.84
C 3.51535 0.76017 -1.11981 -0.65
C 4.86668 0.44345 -1.14988 -0.12
C 5.51290 0.44251 -2.37770 -0.14
N 4.91952 0.71962 -3.53195 0.07
C 3.62861 1.02577 -3.49053 -0.14
C 2.88234 1.06352 -2.32235 -0.13
H 5.40700 0.19670 -0.24438 0.10
H 6.56816 0.19801 -2.42970 0.11
H 3.16188 1.25823 -4.44228 0.11
H 1.83513 1.33630 -2.34872 0.09

***

Which of these has the lowest charge? C31H45Cl12F7N2O6